No. 1
The following is a DFT calculation (the ωB97M-V functional and the def2-TZVPD basis) of C6H11NO as an isolated structure.

Element x y z (Å)
C 2.21 -0.78 -0.42
C 0.03 -0.38 -1.48
C -0.53 0.41 -0.53
C -1.97 0.51 -0.44
C 0.16 0.94 0.71
C -0.66 0.79 2.03
H 1.54 -1.18 0.34
H 2.14 0.34 0.09
H 3.13 -1.01 -0.84
H 1.11 -2.66 -2.31
H -0.82 -0.75 -2.18
H -2.39 1.41 -0.21
H -2.50 -0.08 0.11
H -2.20 0.08 -1.52
H -1.31 1.75 2.61
H -0.97 -0.45 1.96
H 0.29 0.54 2.96
N 1.42 -0.79 -1.81
O 1.33 1.33 0.90

Computed properties:
- E_tot (Ha) = -364.83042
- maximum force (Eh/bohr) = 0.142
- frontier orbital gap (eV) = 7.24
- ΔE to the lowest compared entry with this formula, charge and spin (kJ/mol) = 1052.9

Löwdin population analysis, charges in e, atoms 1 to 8:
1. C -0.12
2. C -0.17
3. C -0.26
4. C -0.08
5. C -0.40
6. C -0.07
7. H 0.07
8. H 0.09


No. 2
The following is a DFT calculation (the ωB97M-V functional and the def2-TZVPD basis) of a 2-piece molecular cluster, C6H11NO overall.

Element x y z (Å)
C 0.46 0.27 0.75
C 0.96 -0.62 -1.10
C -2.03 0.44 1.59
C 0.99 0.32 -2.29
C -0.96 0.01 0.61
N 1.11 -0.15 1.87
C -1.13 -0.59 -0.57
O -1.76 -1.16 -1.40
H 0.90 1.17 0.32
H 1.99 0.26 2.16
H 0.77 -0.97 2.35
H 1.95 -0.69 -0.64
H 0.72 -1.65 -1.36
H -1.90 -0.03 2.57
H -2.04 1.53 1.74
H -3.01 0.14 1.22
H 1.78 0.06 -3.00
H 0.04 0.30 -2.83
H 1.17 1.35 -1.98

Computed properties:
- E_tot (Ha) = -365.09270
- maximum force (Eh/bohr) = 0.031
- frontier orbital gap (eV) = 8.58
- ΔE to the lowest compared entry with this formula, charge and spin (kJ/mol) = 364.3

Löwdin population analysis, charges in e, atoms 1 to 8:
1. C -0.23
2. C -0.18
3. C -0.05
4. C -0.15
5. C -0.28
6. N 0.11
7. C -0.26
8. O 0.12


No. 3
The following is a DFT calculation (the ωB97M-V functional and the def2-TZVPD basis) of a single C6H11NO molecule.

Element x y z (Å)
C 0.38 2.26 -1.05
C 0.52 1.22 -0.11
C 0.15 -1.25 -0.20
C 1.45 -2.00 0.16
C -0.75 -0.86 0.89
C -1.01 0.58 0.26
H 1.24 2.87 -1.34
H -0.07 3.06 -0.56
H -0.44 2.11 -1.89
H 1.02 1.39 0.97
H -0.31 -1.47 -1.26
H 1.91 -1.49 1.07
H 1.48 -3.20 0.31
H 1.85 -1.63 -0.96
H -0.15 -0.60 1.87
H -2.20 -0.20 1.97
H -1.57 0.57 -0.70
N -2.10 -0.12 0.97
O 0.93 -0.03 -0.74

Computed properties:
- E_tot (Ha) = -364.92329
- maximum force (Eh/bohr) = 0.138
- frontier orbital gap (eV) = 9.78
- ΔE to the lowest compared entry with this formula, charge and spin (kJ/mol) = 809.1

Löwdin population analysis, charges in e, atoms 1 to 8:
1. C -0.10
2. C -0.32
3. C -0.36
4. C -0.07
5. C -0.18
6. C -0.17
7. H 0.09
8. H 0.06


No. 4
The following is a DFT calculation (the ωB97M-V functional and the def2-TZVPD basis) of a single C6H11NO molecule.

Element x y z (Å)
C 1.07 0.05 0.06
C 0.41 -1.20 -0.60
C -1.99 -0.65 0.10
C 0.83 0.95 1.25
C -0.66 -1.25 0.52
C 0.84 0.84 -1.29
N 0.29 1.96 -1.46
O -0.59 -2.04 1.44
H 2.14 -0.16 0.03
H -0.07 2.41 -0.62
H -0.05 -1.32 -1.57
H 1.07 -2.06 -0.44
H 1.36 0.44 -2.17
H -1.90 0.00 -0.77
H -2.40 -0.08 0.93
H -2.68 -1.46 -0.12
H 1.45 1.85 1.19
H -0.20 1.30 1.32
H 1.08 0.42 2.17

Computed properties:
- E_tot (Ha) = -365.12420
- maximum force (Eh/bohr) = 0.124
- frontier orbital gap (eV) = 9.89
- ΔE to the lowest compared entry with this formula, charge and spin (kJ/mol) = 281.6

Löwdin population analysis, charges in e, atoms 1 to 8:
1. C -0.30
2. C -0.10
3. C -0.01
4. C -0.07
5. C -0.48
6. C -0.26
7. N 0.10
8. O 0.07


No. 5
The following is a DFT calculation (the ωB97M-V functional and the def2-TZVPD basis) of a single C6H11NO molecule.

Element x y z (Å)
C -2.82 -0.45 -0.53
C -1.91 0.61 0.07
C -0.63 0.00 0.59
C 1.47 1.39 0.25
C 1.70 -0.04 0.43
C 2.48 -1.03 -0.44
H -2.49 -0.85 -1.52
H -3.89 -0.19 -0.72
H -2.88 -1.36 0.16
H -1.53 1.45 -0.53
H -2.42 1.02 0.95
H 1.96 1.81 -0.69
H 1.24 1.94 1.13
H 1.61 -0.47 1.41
H 3.55 -0.53 -0.60
H 2.05 -1.01 -1.44
H 2.64 -1.99 0.03
N 0.45 0.42 -0.15
O -0.58 -0.73 1.60

Computed properties:
- E_tot (Ha) = -365.14528
- maximum force (Eh/bohr) = 0.082
- frontier orbital gap (eV) = 10.73
- ΔE to the lowest compared entry with this formula, charge and spin (kJ/mol) = 226.3

Löwdin population analysis, charges in e, atoms 1 to 8:
1. C -0.11
2. C -0.18
3. C -0.45
4. C -0.03
5. C -0.35
6. C -0.04
7. H 0.08
8. H 0.08


No. 6
The following is a DFT calculation (the ωB97M-V functional and the def2-TZVPD basis) of a 2-piece molecular cluster, C6H11NO overall.

Element x y z (Å)
C 1.17 -1.50 -0.44
C -1.48 0.77 -1.52
C 0.77 0.17 1.81
C 0.64 -0.11 -0.30
C -0.85 0.08 -0.34
C -1.26 0.16 1.04
O 1.41 0.80 -0.92
N -1.60 -0.94 0.45
H 1.00 1.67 -0.86
H -1.64 0.91 1.71
H 1.03 -1.82 -1.48
H 0.58 -2.17 0.19
H 2.23 -1.54 -0.19
H -1.29 0.23 -2.45
H -2.56 0.82 -1.37
H -1.13 1.80 -1.66
H 1.79 -0.18 1.70
H 0.78 1.25 1.98
H 0.40 -0.42 2.65

Computed properties:
- E_tot (Ha) = -365.03685
- maximum force (Eh/bohr) = 0.056
- frontier orbital gap (eV) = 8.75
- ΔE to the lowest compared entry with this formula, charge and spin (kJ/mol) = 511.0

Löwdin population analysis, charges in e, atoms 1 to 8:
1. C -0.02
2. C -0.02
3. C -0.03
4. C -0.39
5. C -0.49
6. C -0.17
7. O 0.07
8. N 0.16